Record 1
{"formula": "H14O7", "method": "the ωB97M-V functional and the def2-TZVPD basis", "symbols": ["O", "H", "H", "O", "H", "H", "O", "H", "H", "O", "H", "H", "O", "H", "H", "O", "H", "H", "O", "H", "H"], "positions_angstrom": [[-20.0694, 11.8868, 23.0060], [-20.2325, 11.9452, 23.9474], [-20.7943, 12.3677, 22.6066], [-16.4952, 13.8463, 21.9834], [-17.1258, 13.1842, 22.2665], [-16.4322, 14.4498, 22.7238], [-18.3894, 9.4305, 20.7759], [-17.9377, 9.9743, 20.1305], [-18.8935, 10.0513, 21.3019], [-22.7976, 13.4298, 21.4200], [-23.0178, 13.5988, 20.5040], [-23.3115, 14.0698, 21.9124], [-23.8945, 9.6638, 20.6455], [-24.4522, 9.8749, 19.8967], [-23.7311, 10.5069, 21.0683], [-20.0280, 8.5535, 25.6019], [-20.5049, 8.7646, 24.7992], [-19.8593, 9.4023, 26.0110], [-19.7347, 11.9279, 26.9464], [-19.9247, 11.8258, 27.8790], [-19.1618, 12.6934, 26.9006]], "forces_ev_per_a": [[0.321, -0.135, -0.119], [0.007, -0.063, 0.331], [-0.328, 0.195, -0.289], [0.132, 0.054, -0.200], [-0.234, -0.244, 0.052], [0.048, 0.163, 0.150], [0.052, -0.237, -0.040], [0.134, 0.098, -0.167], [-0.220, 0.198, 0.278], [0.160, -0.276, 0.163], [0.038, 0.019, -0.290], [-0.130, 0.165, 0.187], [0.041, -0.192, 0.044], [-0.141, -0.014, -0.199], [0.115, 0.255, 0.176], [0.018, -0.229, 0.125], [-0.097, 0.001, -0.258], [0.103, 0.314, 0.143], [-0.111, -0.164, -0.288], [-0.105, -0.084, 0.249], [0.199, 0.175, -0.047]], "mulliken_charge": [-0.6107, 0.2972, 0.3177, -0.6367, 0.3248, 0.3105, -0.6397, 0.3102, 0.3155, -0.6244, 0.3151, 0.3153, -0.6316, 0.3124, 0.3197, -0.6405, 0.3158, 0.3181, -0.6093, 0.3092, 0.3113], "homo_energy_ev": -11.028, "orbital_gap_ev": 11.09, "smiles": "O.O.O.O.O.O.O", "de_lowest_kj_mol": 185.5, "total_energy_ev": -14559.5389, "charge": 0}

=====

Record 2
{"formula": "H14O7", "method": "the ωB97M-V functional and the def2-TZVPD basis", "symbols": ["H", "H", "H", "H", "H", "H", "H", "H", "H", "H", "H", "H", "H", "H", "O", "O", "O", "O", "O", "O", "O"], "positions_angstrom": [[-0.2367, 0.5321, -0.8247], [0.2588, -0.8681, -1.1470], [1.1240, -1.0400, 3.1799], [0.7384, -0.2963, 4.4481], [-1.7486, -2.5664, -2.8072], [-1.1684, -2.3570, -1.4181], [2.9598, -1.7355, -0.1630], [1.8553, -0.8995, -0.7886], [-5.3427, 0.7257, 0.3002], [-4.3056, 1.6775, -0.2731], [1.6778, -0.6952, 1.1762], [0.1688, -0.5141, 1.1641], [1.6767, 3.1415, -1.5364], [2.0612, 4.5172, -1.0170], [0.3540, 0.0524, -1.4163], [0.6545, -0.2569, 3.4887], [-1.7801, -1.9672, -2.0529], [2.6913, -1.3320, -0.9961], [-4.7969, 1.4851, 0.5335], [0.8536, -1.1899, 1.1061], [2.3047, 3.5866, -0.9563]], "forces_ev_per_a": [[-0.029, 0.009, -0.179], [-0.420, 0.102, -0.275], [-0.253, -0.015, -0.081], [-0.090, 0.186, -0.034], [-0.008, 0.087, 0.021], [-0.169, -0.137, -0.040], [0.064, -0.147, -0.284], [0.421, 0.250, -0.189], [0.036, 0.061, 0.066], [-0.042, 0.012, 0.083], [-0.096, 0.207, -0.005], [0.062, -0.031, 0.403], [0.122, -0.086, 0.017], [0.075, -0.070, 0.041], [-0.054, 0.297, 0.084], [0.183, -0.017, 0.610], [0.032, -0.186, 0.071], [0.396, -0.239, 0.175], [0.017, -0.083, -0.163], [-0.054, -0.316, -0.261], [-0.193, 0.114, -0.059]], "mulliken_charge": [0.3111, 0.1627, 0.3111, 0.2902, 0.3213, 0.3162, 0.3061, 0.5156, 0.3220, 0.3182, 0.3397, 0.3443, 0.3120, 0.3187, -0.6103, -0.5934, -0.6240, -0.6281, -0.6401, -0.7652, -0.6281], "homo_energy_ev": -11.145, "orbital_gap_ev": 11.27, "smiles": "O.O.O.O.O.O.O", "de_lowest_kj_mol": 239.4, "total_energy_ev": -14558.9806, "charge": 0}

=====

Record 3
{"formula": "H14O7", "method": "the ωB97M-V functional and the def2-TZVPD basis", "symbols": ["O", "H", "H", "O", "H", "H", "O", "H", "H", "O", "H", "H", "O", "H", "H", "O", "H", "H", "O", "H", "H"], "positions_angstrom": [[-0.5973, 1.9560, 0.0481], [0.3197, 1.8840, 0.1251], [-0.7393, 2.8320, 0.3881], [0.1077, 0.7470, 2.8211], [1.0227, 0.9030, 2.9081], [-0.0763, 0.0010, 2.2731], [-1.3243, -0.6720, -2.2639], [-2.0063, -0.0580, -2.2719], [-1.2623, -0.9560, -1.3859], [1.4157, -2.5160, -0.5179], [2.0727, -2.1610, -1.1329], [0.8257, -3.1710, -0.9069], [-0.9233, -0.8820, 0.6641], [-0.8353, 0.0300, 0.3681], [-0.2023, -1.3760, 0.2401], [-2.6073, 1.7720, -1.9239], [-2.9703, 2.5920, -2.2029], [-1.8883, 1.8950, -1.2869], [3.1717, -1.2860, 1.4931], [2.5147, -0.7480, 1.0141], [3.9817, -0.7860, 1.5491]], "forces_ev_per_a": [[-1.794, 0.078, -0.483], [2.429, -0.524, 0.022], [-0.571, 0.586, 0.485], [-1.502, 1.252, 0.734], [1.557, -0.202, 0.078], [0.002, -1.096, -0.658], [2.109, -1.371, -2.022], [-2.094, 1.994, -0.214], [-0.063, -0.781, 2.023], [-0.202, 0.448, 0.656], [-0.541, -0.604, -0.176], [0.490, 0.182, -0.540], [0.252, -0.372, 0.026], [-0.144, 0.256, -0.042], [0.135, 0.044, 0.177], [0.163, -1.309, 0.247], [-0.216, 1.057, -0.144], [-0.083, 0.331, -0.221], [-0.758, 0.001, -0.223], [0.587, -0.365, 0.329], [0.243, 0.395, -0.057]], "mulliken_charge": [-0.7011, 0.2720, 0.3066, -0.6129, 0.2936, 0.3551, -0.6351, 0.3428, 0.3430, -0.6445, 0.3229, 0.3019, -0.7082, 0.3267, 0.3930, -0.6611, 0.3062, 0.4095, -0.5996, 0.2692, 0.3201], "homo_energy_ev": -10.803, "orbital_gap_ev": 10.74, "smiles": "O.O.O.O.O.O.O", "de_lowest_kj_mol": 180.6, "total_energy_ev": -14559.5894, "charge": 0}

=====

Record 4
{"formula": "H14O7", "method": "the ωB97M-V functional and the def2-TZVPD basis", "symbols": ["O", "H", "H", "O", "H", "H", "O", "H", "H", "O", "H", "H", "O", "H", "H", "O", "H", "H", "O", "H", "H"], "positions_angstrom": [[-2.4454, -4.4917, 12.3186], [-3.3712, -4.8205, 12.2678], [-2.1185, -5.1327, 11.6294], [-1.0821, -4.2811, 7.6464], [-1.1653, -4.9987, 6.9987], [-1.5730, -3.5509, 7.1594], [-2.9997, -2.5225, 8.2761], [-2.8250, -2.5646, 9.2425], [-3.8133, -1.9967, 8.3101], [-2.0121, -5.7477, 9.7719], [-1.7477, -6.6324, 9.3686], [-1.7738, -5.0748, 9.0602], [-4.6503, -5.3010, 7.9561], [-3.9968, -4.6104, 8.1719], [-5.4668, -4.8896, 7.6472], [-4.7306, -5.4011, 11.0170], [-4.6309, -5.2615, 10.0593], [-5.6539, -5.6040, 11.2345], [-2.9990, -2.3375, 10.9533], [-2.3571, -1.6041, 11.0539], [-2.5499, -3.0904, 11.2941]], "forces_ev_per_a": [[-0.162, -1.672, -0.975], [0.216, 0.657, 0.260], [0.284, 0.759, 0.638], [-0.819, 0.795, -1.741], [0.287, -0.028, 0.274], [0.668, -0.866, 1.368], [-0.731, 0.198, 0.061], [0.137, -0.095, 0.101], [0.207, -0.067, -0.399], [0.736, -0.880, -1.651], [-0.587, 1.798, 0.877], [-0.077, -0.929, 0.912], [0.180, -0.099, 0.323], [-0.432, 0.121, -0.414], [0.385, 0.230, 0.076], [-0.344, -0.030, 0.332], [-0.345, -0.385, 0.263], [0.452, 0.159, -0.501], [-0.016, 2.698, -1.176], [-0.620, -0.511, 0.038], [0.581, -1.851, 1.335]], "mulliken_charge": [-0.7590, 0.3834, 0.3530, -0.6980, 0.3318, 0.3326, -0.6949, 0.4226, 0.2907, -0.6423, 0.2756, 0.3772, -0.6809, 0.3668, 0.3002, -0.5976, 0.3600, 0.2537, -0.7192, 0.3405, 0.4037], "homo_energy_ev": -10.725, "orbital_gap_ev": 11.08, "smiles": "O.O.O.O.O.O.O", "de_lowest_kj_mol": 106.2, "total_energy_ev": -14560.3611, "charge": 0}

=====

Record 5
{"formula": "H14O7", "method": "the ωB97M-V functional and the def2-TZVPD basis", "symbols": ["O", "H", "H", "O", "H", "H", "O", "H", "H", "O", "H", "H", "O", "H", "H", "O", "H", "H", "O", "H", "H"], "positions_angstrom": [[0.3949, 2.2633, 0.3084], [-0.4131, 1.9753, -0.0736], [0.9559, 2.6703, -0.3246], [1.9329, 0.5223, -1.7476], [2.7049, -0.1267, -1.7486], [2.2749, 1.1763, -2.4236], [2.0229, -0.4287, 1.1714], [2.6009, -0.9487, 0.6104], [1.1649, -0.5757, 0.7744], [-2.0501, 1.5683, -0.7166], [-2.8811, 1.1883, -0.4586], [-2.2171, 2.1373, -1.4876], [0.0879, -3.0097, 1.0484], [-0.0981, -2.4607, 0.3044], [-0.7081, -3.5557, 1.1454], [-0.2941, -0.6227, -0.4956], [0.4889, -0.3137, -1.0436], [-0.9601, -0.0127, -0.7626], [-1.9951, -0.2777, 2.1104], [-1.8751, -0.7497, 1.2734], [-1.1361, -0.4197, 2.5354]], "forces_ev_per_a": [[0.710, 0.154, 1.848], [-0.950, -0.155, -0.602], [0.467, 0.315, -0.904], [2.633, -0.208, -1.611], [-1.540, 1.094, 0.250], [-0.898, -0.905, 1.072], [0.581, -0.057, 0.092], [0.263, -0.181, 0.201], [-0.617, 0.252, 0.130], [0.310, 0.448, -0.937], [-0.699, -0.112, 0.326], [-0.078, -0.336, 0.424], [-0.260, -1.110, 0.956], [-0.245, 0.895, -0.972], [0.404, 0.163, 0.033], [1.990, -0.791, -0.896], [-1.069, -0.344, 0.771], [-1.043, 0.925, -0.175], [0.194, -0.298, -0.253], [0.034, 0.094, 0.274], [-0.187, 0.157, -0.028]], "mulliken_charge": [-0.5731, 0.3539, 0.2648, -0.5855, 0.2894, 0.2711, -0.5777, 0.2895, 0.3036, -0.6608, 0.2831, 0.2738, -0.5978, 0.3128, 0.3060, -0.6009, 0.3747, 0.2849, -0.6316, 0.2866, 0.3333], "homo_energy_ev": -10.336, "orbital_gap_ev": 10.27, "smiles": "O.O.O.O.O.O.O", "de_lowest_kj_mol": 192.4, "total_energy_ev": -14559.4671, "charge": 0}

=====

Record 6
{"formula": "H14O7", "method": "the ωB97M-V functional and the def2-TZVPD basis", "symbols": ["O", "H", "H", "O", "H", "H", "O", "H", "H", "O", "H", "H", "O", "H", "H", "O", "H", "H", "O", "H", "H"], "positions_angstrom": [[17.9948, -14.6680, -9.8697], [18.0681, -13.8120, -10.2946], [18.8581, -14.7990, -9.4424], [20.4555, -14.3600, -8.3659], [20.5030, -14.1062, -7.4379], [21.0211, -13.6775, -8.6950], [17.9688, -12.1812, -11.0914], [17.5015, -11.6531, -10.3814], [17.4442, -11.9525, -11.8953], [20.5345, -11.1300, -11.0467], [19.6670, -11.4895, -11.0909], [20.8364, -11.0760, -10.1594], [21.1196, -11.4132, -8.4437], [21.6950, -11.5616, -7.6838], [20.5992, -10.6277, -8.2403], [18.2821, -8.3835, -11.4425], [19.0301, -8.8331, -11.8357], [17.5434, -8.6758, -12.0014], [20.5466, -9.1145, -13.0619], [20.7491, -9.8581, -12.5439], [19.8930, -9.4709, -13.6704]], "forces_ev_per_a": [[0.237, -0.497, 0.338], [-0.009, 0.083, -0.219], [-0.354, 0.083, -0.042], [0.075, -0.265, 0.841], [-0.544, -0.524, 0.294], [0.474, 0.684, -1.185], [-1.654, 1.599, 0.140], [0.784, -0.835, -0.998], [0.617, -0.445, 0.752], [1.162, 0.838, -1.920], [-1.247, -0.666, 0.286], [0.349, -0.261, 1.024], [0.085, -0.009, 0.471], [0.003, 0.246, -0.114], [0.015, -0.021, 0.238], [-1.151, -0.259, -0.009], [0.853, 0.083, -0.198], [0.204, 0.350, 0.346], [-0.821, 1.494, -1.343], [0.844, -1.878, 1.679], [0.079, 0.201, -0.381]], "mulliken_charge": [-0.6686, 0.3893, 0.3792, -0.6275, 0.2935, 0.3225, -0.8406, 0.3633, 0.2997, -0.6794, 0.4370, 0.3662, -0.6747, 0.3005, 0.3099, -0.6356, 0.3404, 0.2919, -0.6694, 0.3808, 0.3217], "homo_energy_ev": -10.339, "orbital_gap_ev": 10.19, "smiles": "O.O.O.O.O.O.O", "de_lowest_kj_mol": 163.4, "total_energy_ev": -14559.7677, "charge": 0}